Record 1
The following is a quantum chemistry calculation of C4H8O3 as an isolated structure in a non-equilibrium geometry, from the Open Molecules 2025 dataset.

The geometry in XYZ format:
```
15
Properties=species:S:1:pos:R:3:mulliken_charge:R:1
C 1.625 0.732 -0.568 -1.00
O 0.725 -0.248 1.360 -0.58
C -0.186 -1.043 0.840 0.63
O -0.232 -2.252 0.791 -0.64
C -1.200 -0.160 0.154 0.07
C -0.318 0.761 -0.785 -0.72
O -2.139 -0.928 -0.522 -0.57
H 2.059 -0.230 -0.217 0.34
H 2.061 1.483 0.123 0.32
H 1.912 0.918 -1.584 0.40
H -1.686 0.426 0.954 0.31
H 0.599 0.555 0.601 0.41
H -0.776 1.767 -0.843 0.28
H -0.403 0.302 -1.766 0.38
H -1.850 -1.846 -0.347 0.36
```

Summary:
LUMO level: 0.024 hartree
Highest occupied orbital energy: -10.572 eV

Record 2
The following is a quantum chemistry calculation of an isolated molecule of C4H8O3 in a non-equilibrium geometry, from the Open Molecules 2025 dataset.

The geometry in XYZ format:
```
15
Properties=species:S:1:pos:R:3:mulliken_charge:R:1
O -2.085 -0.015 2.410 -0.51
C -1.321 0.380 1.604 0.39
O -1.886 1.379 0.742 -0.47
C 0.031 0.114 1.056 -0.32
C 0.019 0.200 -0.475 -0.50
C 1.284 -0.554 -1.155 -0.53
O 0.733 -1.534 -2.031 -0.53
H -2.304 2.024 1.244 0.30
H 0.741 0.859 1.542 0.24
H 0.403 -0.898 1.365 0.31
H -0.229 1.284 -0.797 0.31
H -0.814 -0.381 -0.881 0.32
H 1.928 -1.069 -0.418 0.30
H 1.922 0.049 -1.667 0.38
H 1.579 -1.840 -2.539 0.31
```

Summary:
LUMO level: 0.028 hartree
Highest occupied orbital energy: -10.442 eV
SMILES string: O=C(O)CCCO

Record 3
The following is a quantum chemistry calculation of a 2-piece molecular cluster, C4H8O3 overall in a non-equilibrium geometry, from the Open Molecules 2025 dataset.

The geometry in XYZ format:
```
15
Properties=species:S:1:pos:R:3:mulliken_charge:R:1
C 0.477 1.806 0.862 -0.75
O 0.201 0.449 0.634 -0.22
C 2.279 -1.236 1.036 0.15
O 2.856 -0.417 1.575 -0.18
C -0.754 0.210 -0.372 -0.37
C -0.656 -1.259 -0.740 -0.44
O -1.713 -1.537 -1.636 -0.52
H 0.876 2.293 -0.042 0.33
H -0.415 2.357 1.194 0.31
H 1.236 1.847 1.649 0.23
H -1.772 0.435 -0.016 0.29
H -0.561 0.833 -1.260 0.29
H 0.329 -1.452 -1.192 0.26
H -0.721 -1.858 0.180 0.30
H -1.662 -2.470 -1.874 0.31
```

Summary:
LUMO level: 0.033 hartree
Highest occupied orbital energy: -10.044 eV

Record 4
The following is a quantum chemistry calculation of C4H8O3Tl as an isolated structure, from the Open Molecules 2025 dataset.

The geometry in XYZ format:
```
16
Properties=species:S:1:pos:R:3:mulliken_charge:R:1
O -0.758 1.622 0.816 -0.72
Tl 0.368 1.893 -1.275 0.68
O -1.526 0.322 -0.799 -0.73
C -1.524 0.722 0.390 0.93
O -2.330 0.149 1.299 -0.32
C -3.202 -0.881 0.856 -0.58
C 2.718 0.351 -1.272 -0.95
C 2.705 -0.295 0.064 -0.65
H -3.765 -1.203 1.738 0.21
H -3.892 -0.507 0.089 0.27
H -2.633 -1.728 0.451 0.26
H 2.284 -0.163 -2.135 0.44
H 3.411 1.171 -1.481 0.36
H 1.752 -0.807 0.261 0.24
H 3.493 -1.070 0.125 0.30
H 2.900 0.423 0.872 0.28
```

Summary:
LUMO level (spin up / spin down): 0.013 / -0.036 hartree
<S²>: 0.759
Spin multiplicity: 2
Highest occupied orbital energy (spin up / spin down): -8.252 / -9.711 eV

Record 5
The following is a quantum chemistry calculation of C4H8O4P2 as an isolated structure in a non-equilibrium geometry, from the Open Molecules 2025 dataset.

The geometry in XYZ format:
```
18
Properties=species:S:1:pos:R:3:mulliken_charge:R:1
C 0.005 -0.226 -1.407 -1.37
C -0.992 0.090 1.016 -1.10
C 0.085 0.449 -0.052 0.21
C 1.737 -0.244 0.856 -0.38
O 3.758 1.550 2.366 -0.85
O 2.952 -0.826 2.796 -0.26
O 2.996 -2.676 1.154 -0.55
O 1.357 1.264 3.113 -0.74
P 1.976 -1.927 1.903 -0.19
P 2.492 0.680 2.334 0.72
H 0.860 -0.018 -2.091 0.30
H 0.093 -1.315 -1.174 0.28
H -0.838 0.209 -1.967 0.41
H -0.841 -0.827 1.522 0.28
H -0.829 0.812 1.818 0.28
H -2.045 0.265 0.597 0.35
H -0.004 1.489 -0.199 0.39
H 2.706 -0.414 0.171 0.23
```

Summary:
Charge: -2
LUMO level: 0.225 hartree
Highest occupied orbital energy: 0.288 eV

Record 6
The following is a quantum chemistry calculation of C4H8O5 as an isolated structure in a non-equilibrium geometry, from the Open Molecules 2025 dataset.

The geometry in XYZ format:
```
17
Properties=species:S:1:pos:R:3:mulliken_charge:R:1
C -1.681 -1.076 -0.358 -0.73
C -0.376 0.755 0.487 0.56
O -0.936 -0.458 0.704 -0.35
O -1.198 1.626 -0.128 -0.52
O 0.219 1.227 1.586 -0.57
H -1.088 2.504 0.263 0.34
H -0.983 -1.615 -1.006 0.26
H -2.246 -0.353 -0.940 0.35
H -2.352 -1.779 0.119 0.24
C 1.063 0.599 -0.832 -1.07
C 1.605 -1.276 0.476 0.85
O 1.909 -0.825 1.535 -0.55
O 1.378 -2.167 -0.249 -0.39
H 0.899 0.556 1.870 0.48
H 1.194 1.682 -0.871 0.35
H 2.111 0.324 -0.963 0.43
H 0.481 0.276 -1.691 0.31
```

Summary:
LUMO level: 0.023 hartree
Highest occupied orbital energy: -9.392 eV

Record 7
The following is a quantum chemistry calculation of an isolated molecule of C4H8OS in a non-equilibrium geometry, from the Open Molecules 2025 dataset.

The geometry in XYZ format:
```
14
Properties=species:S:1:pos:R:3:mulliken_charge:R:1
C 1.281 0.567 0.022 -0.63
C -0.035 0.064 -0.509 -0.25
C -1.268 0.853 -0.123 -0.79
C -1.109 -0.561 0.374 0.09
H 3.516 -0.312 0.551 0.12
H 1.701 1.458 -0.513 0.34
H 1.219 0.757 1.070 0.31
H -0.118 -0.308 -1.534 0.44
H -1.296 1.713 0.524 0.26
H -1.920 0.933 -0.953 0.28
H -0.936 -0.479 1.464 0.29
H -1.497 -2.333 -0.104 0.33
O -1.975 -1.498 -0.148 -0.53
S 2.436 -0.852 -0.123 -0.27
```

Summary:
LUMO level: 0.031 hartree
Highest occupied orbital energy: -9.082 eV
SMILES string: O[C@@H]1C[C@H]1CS

Record 8
The following is a quantum chemistry calculation of a 2-piece molecular cluster, C4H8OS overall in a non-equilibrium geometry, from the Open Molecules 2025 dataset.

The geometry in XYZ format:
```
14
Properties=species:S:1:pos:R:3:mulliken_charge:R:1
C -1.918 -0.082 0.084 0.10
C -1.672 -1.309 -0.665 -0.33
C -1.833 1.374 -0.413 -1.06
C 2.169 -1.039 0.162 -0.80
O -0.727 -0.839 0.051 0.06
S 2.250 0.531 1.092 -0.20
H -2.428 -0.251 1.037 0.29
H 3.314 1.032 0.550 0.10
H -2.601 1.386 -1.258 0.30
H -0.939 1.497 -1.009 0.28
H -1.706 2.095 0.381 0.33
H 1.644 -0.983 -0.748 0.29
H 1.465 -1.753 0.718 0.20
H 2.983 -1.659 0.018 0.43
```

Summary:
LUMO level: 0.023 hartree
Highest occupied orbital energy: -9.149 eV

In kJ/mol, the ΔE to the lowest compared entry with this formula, charge and spin values for the records above are, in order, 352.7; 194.9; 201.2; 0.0; 162.7; 230.9; 141.1; 437.9.